# 1
This record from OMol25 describes the molecule C4H11NS in a non-equilibrium geometry. The level of theory is wB97M-V/def2-TZVPD.

```
17
Properties=species:S:1:pos:R:3:mulliken_charge:R:1
C 0.150 1.328 1.810 -0.83
C -1.111 0.593 -1.408 -0.86
C 0.332 -1.736 -1.916 -0.82
C 1.098 0.077 1.658 -0.42
N 0.506 -0.820 0.755 -0.45
S 0.555 -0.224 -1.051 0.19
H 0.487 2.090 2.644 0.33
H 0.268 1.907 0.829 0.22
H -0.941 0.919 2.175 0.20
H -0.981 0.909 -2.467 0.35
H -1.051 1.305 -0.544 0.28
H -1.783 -0.266 -1.081 0.29
H 1.178 -1.908 -2.607 0.32
H -0.559 -1.895 -2.540 0.35
H 0.489 -2.548 -1.086 0.29
H 0.993 -0.464 2.640 0.31
H 2.184 0.493 1.622 0.24
```

E_HOMO in eV: -7.37
Net charge: 0
Orbital gap in eV: 8.0

***

# 2
This record from OMol25 describes a structure of composition C3H9F6K2N3O16PS6 in a non-equilibrium geometry. The level of theory is wB97M-V/def2-TZVPD.

```
46
Properties=species:S:1:pos:R:3:mulliken_charge:R:1
K 0.226 0.225 -0.934 1.23
K 0.202 3.020 -2.011 1.06
N -1.011 0.937 -3.290 -0.07
S -0.602 0.298 -4.648 0.89
O -0.435 1.271 -5.683 -0.60
O -1.024 -1.039 -5.043 -0.59
F 0.897 0.110 -4.107 -0.23
S -2.653 0.897 -3.666 0.98
O -3.349 -0.283 -3.257 -0.56
O -3.096 1.505 -4.885 -0.58
F -2.992 2.071 -2.600 -0.27
N -1.074 2.286 0.290 0.01
S -0.587 3.007 1.558 0.81
O -0.061 2.230 2.642 -0.56
O -1.261 4.218 1.934 -0.62
F 0.701 3.648 0.848 -0.21
S -2.556 1.902 0.937 0.94
O -3.617 2.780 0.534 -0.61
O -2.636 1.245 2.209 -0.54
F -2.777 0.692 -0.078 -0.27
N 2.564 2.077 -1.385 -0.11
S 3.538 3.281 -1.567 0.89
O 3.766 3.801 -2.894 -0.59
O 4.648 3.441 -0.654 -0.61
F 2.563 4.386 -0.963 -0.29
S 3.821 0.937 -1.771 0.98
O 4.677 0.619 -0.686 -0.57
O 4.412 0.988 -3.078 -0.56
F 2.858 -0.302 -1.892 -0.25
C 1.088 -1.917 4.421 -0.71
O -0.214 -1.960 3.796 -0.27
P -0.232 -2.537 2.312 0.26
O -0.022 -1.549 1.228 0.06
O 0.844 -3.737 2.256 -0.34
C 0.779 -4.591 1.103 -0.67
O -1.603 -3.326 2.145 -0.30
C -2.831 -2.695 2.564 -0.66
H 1.355 -2.943 4.705 0.31
H 0.998 -1.370 5.352 0.27
H 1.905 -1.624 3.764 0.32
H 0.090 -5.384 1.398 0.27
H 1.765 -4.910 0.782 0.26
H 0.327 -4.126 0.222 0.28
H -3.340 -3.403 3.214 0.24
H -3.406 -2.365 1.704 0.27
H -2.643 -1.811 3.177 0.32
```

E_HOMO in eV: -8.19
Net charge: -1
Orbital gap in eV: 10.0

***

# 3
This record from OMol25 describes a structure of composition C27H20BrClN5O5SSr in a non-equilibrium geometry. The level of theory is wB97M-V/def2-TZVPD.

```
61
Properties=species:S:1:pos:R:3:mulliken_charge:R:1
Sr -0.944 0.709 -2.085 1.96
N -2.518 0.677 1.543 -0.32
C -3.311 1.503 0.820 0.47
C -4.310 2.264 1.465 -0.80
C -5.075 3.122 0.725 -0.22
C -4.854 3.238 -0.651 -0.85
C -3.862 2.459 -1.191 -0.08
N -3.095 1.599 -0.499 -0.01
H -2.795 0.427 2.475 0.25
H -1.911 0.026 1.072 0.22
H -4.452 2.161 2.533 0.31
H -5.844 3.711 1.209 0.38
H -5.428 3.906 -1.275 0.39
H -3.656 2.523 -2.256 0.32
Cl 4.678 7.311 -1.588 -0.23
C 3.520 6.012 -1.671 0.46
C 2.653 5.950 -2.751 -0.67
C 1.733 4.916 -2.811 -0.21
C 1.685 3.958 -1.805 -0.11
C 2.566 4.037 -0.734 -0.16
C 3.489 5.068 -0.659 -0.72
C 0.689 2.844 -1.886 1.12
O -0.129 2.830 -2.848 -1.06
O 0.705 1.948 -0.990 -1.01
H 2.706 6.700 -3.528 0.41
H 1.045 4.837 -3.641 0.40
H 2.520 3.283 0.039 0.35
H 4.180 5.142 0.169 0.40
O -1.783 -6.624 4.232 -0.68
S -1.414 -5.977 5.476 1.18
O -0.809 -6.838 6.467 -0.68
O -2.398 -5.040 5.991 -0.69
C -0.081 -4.838 4.979 0.06
N 0.957 -4.667 5.797 -0.48
C 1.851 -3.756 5.430 -0.34
C 1.737 -3.003 4.276 -0.63
C 0.622 -3.265 3.492 0.51
N -0.271 -4.178 3.836 -0.34
C 0.316 -2.528 2.227 1.03
C 1.026 -1.410 1.810 -0.83
C 0.618 -0.724 0.679 -0.54
N -0.429 -1.104 -0.064 0.16
C -1.069 -2.220 0.309 -0.90
C -0.750 -2.948 1.437 -0.40
H 2.700 -3.619 6.093 0.41
H 2.486 -2.269 4.017 0.33
H 1.871 -1.033 2.369 0.25
H 1.134 0.173 0.363 0.51
H -1.897 -2.530 -0.319 0.40
H -1.316 -3.823 1.724 0.62
Br 3.510 -3.512 -6.088 -0.24
C 2.252 -2.486 -5.091 0.32
C 0.901 -2.763 -5.204 -0.60
C 0.003 -1.996 -4.468 -0.49
C 0.362 -0.945 -3.602 -0.57
C 1.755 -0.736 -3.549 0.12
C 2.697 -1.473 -4.264 -0.73
H 0.562 -3.561 -5.852 0.37
H -1.048 -2.256 -4.593 0.26
H 2.165 0.051 -2.914 0.26
H 3.756 -1.264 -4.179 0.37
```

E_HOMO in eV: -5.62
Net charge: -1
Orbital gap in eV: 7.0

***

# 4
This record from OMol25 describes a cluster of 2 separate species, C6H13NO2 in total in a non-equilibrium geometry. The level of theory is wB97M-V/def2-TZVPD.

```
22
Properties=species:S:1:pos:R:3:mulliken_charge:R:1
C 0.979 -1.318 1.852 -0.87
C -0.435 -1.704 1.669 0.17
N -0.820 -2.665 0.861 -0.09
O -0.322 -2.289 -0.360 -0.59
H 1.616 -1.843 1.144 0.29
H 1.290 -1.549 2.877 0.34
H 1.084 -0.239 1.720 0.18
H -1.186 -1.198 2.266 0.28
H -1.834 -2.822 0.826 0.30
C 1.213 2.409 -0.463 -1.34
C -0.123 1.828 -0.120 -0.30
C -0.774 0.907 -0.832 0.73
C -0.331 0.356 -2.155 -1.43
O -1.849 0.271 -0.253 -0.58
H 1.839 1.708 -1.018 0.35
H 1.090 3.300 -1.086 0.35
H 1.753 2.705 0.438 0.35
H -0.591 2.161 0.797 0.46
H 0.339 1.025 -2.690 0.39
H 0.208 -0.582 -2.004 0.30
H -1.190 0.148 -2.797 0.38
H -1.954 -0.609 -0.672 0.33
```

SMILES: C/C=[NH+]\[O-].C/C=C(\C)O
E_HOMO (alpha / beta) in eV: -8.12 / -8.12
Net charge: 0
Orbital gap (alpha / beta) in eV: 7.9 / 7.9

***

- What is the net charge in the second record?
  -1